{
  "formula": "C44H90N4O15P",
  "method": "ωB97M-V/def2-TZVPD",
  "e_above_lowest_kj_mol": 0.00,
  "gap_ev": 7.05,
  "charge": 1,
  "homo_ha": -0.3714,
  "symbols": ["C", "C", "C", "C", "C", "C", "C", "C", "O", "C", "C", "P", "N", "O", "N", "C", "C", "N", "C", "C", "C", "C", "C", "C", "C", "C", "C", "C", "C", "O", "O", "C", "C", "O", "O", "C", "N", "H", "H", "H", "H", "H", "H", "H", "H", "H", "H", "H", "H", "H", "H", "H", "H", "H", "H", "H", "H", "H", "H", "H", "H", "H", "H", "H", "H", "H", "H", "H", "H", "H", "H", "H", "H", "H", "H", "H", "H", "H", "H", "H", "H", "H", "H", "H", "H", "C", "O", "C", "C", "O", "C", "C", "O", "C", "H", "H", "H", "H", "H", "H", "H", "H", "H", "H", "H", "H", "H", "H", "C", "O", "C", "C", "O", "C", "C", "O", "C", "H", "H", "H", "H", "H", "H", "H", "H", "H", "H", "H", "H", "H", "H", "C", "O", "C", "C", "O", "C", "C", "O", "C", "H", "H", "H", "H", "H", "H", "H", "H", "H", "H", "H", "H", "H", "H"],
  "xyz": [[3.5602, -4.8398, -1.9360], [4.1688, -5.4398, -0.8247], [3.4095, -6.0675, 0.4311], [3.5786, -7.6356, 0.1566], [3.2049, -8.1874, -1.2842], [2.3076, -9.5344, -1.1817], [0.8945, -9.4213, -1.9036], [-0.3243, -9.4916, -0.8571], [-1.6092, -9.4949, -1.5015], [-2.5077, -8.5254, -0.9387], [4.2029, -5.9316, 1.8584], [6.0325, -5.4298, 1.8687], [6.9674, -6.5539, 0.8603], [6.1913, -3.8740, 1.1489], [3.3057, -5.4245, 2.9889], [3.6083, -4.1056, 3.5866], [2.7308, -3.6140, 4.8107], [1.6915, -2.6690, 4.3243], [1.9506, -5.8010, 2.3876], [0.6181, -5.7366, 3.2425], [-0.5632, -4.7906, 2.7809], [-1.2505, -3.9349, 3.9762], [-2.8320, -4.0574, 4.0046], [-3.5502, -3.7872, 2.6129], [-3.7827, -2.2407, 2.2727], [-3.3683, -1.8920, 0.7477], [1.9346, -5.4660, 0.7939], [2.0258, -3.8779, 0.7350], [1.2338, -3.1223, -0.3837], [1.8528, -2.3060, -1.0933], [-0.1502, -3.2453, -0.6276], [-0.4169, -2.5413, -1.8794], [-0.8990, -1.0265, -1.9118], [-0.2486, -3.0817, -2.9675], [0.7696, -6.1918, 0.3953], [0.5581, -6.2485, -0.9623], [0.2374, -6.0383, -2.0816], [2.6471, -5.3007, -2.4205], [4.0059, -3.8743, -2.3229], [5.3062, -5.5279, -0.8644], [3.0656, -8.2854, 0.9525], [4.6948, -7.8552, 0.2952], [2.7343, -7.4596, -2.0017], [4.1666, -8.5397, -1.7941], [2.1208, -9.8591, -0.1135], [2.8611, -10.3965, -1.6844], [0.7526, -8.5048, -2.5474], [0.7359, -10.3203, -2.5918], [-0.2702, -8.6690, -0.0766], [-0.1948, -10.4860, -0.2987], [-3.5956, -8.7934, -1.1356], [-2.3612, -7.4903, -1.4105], [-2.3993, -8.3823, 0.1825], [4.2872, -7.0269, 2.1883], [7.6835, -5.9377, 0.4296], [7.4792, -7.2152, 1.4718], [5.2977, -3.5171, 0.9659], [3.4439, -6.0972, 3.7564], [3.6490, -3.2341, 2.8490], [4.6776, -4.1590, 3.9944], [3.4323, -2.9934, 5.4740], [2.3353, -4.4357, 5.4827], [1.3613, -2.0531, 5.0762], [2.0432, -2.0434, 3.5926], [2.1169, -6.9398, 2.3237], [0.7880, -5.5374, 4.3569], [0.1863, -6.7973, 3.2488], [-1.4181, -5.4518, 2.4024], [-0.3596, -4.0652, 1.9462], [-0.9242, -2.8569, 3.7787], [-0.7684, -4.1986, 4.9806], [-3.2314, -3.3383, 4.7925], [-3.0693, -5.1425, 4.2845], [-4.5445, -4.3496, 2.6441], [-2.9975, -4.2297, 1.7153], [-3.1442, -1.5661, 2.9182], [-4.8925, -2.0311, 2.3731], [-4.1048, -1.1290, 0.3253], [-2.3017, -1.4822, 0.7052], [-3.3601, -2.8157, 0.0842], [1.6557, -3.4846, 1.7472], [3.0987, -3.4940, 0.6867], [-2.0393, -1.0134, -1.8735], [-0.6045, -0.5806, -2.9102], [-0.4516, -0.3875, -1.0962], [1.4286, 0.3509, -7.4255], [0.7108, 1.5642, -7.3118], [-0.6495, 1.3579, -6.9486], [-1.2018, 2.5792, -6.2256], [-0.7859, 2.6708, -4.8626], [0.5787, 3.0457, -4.6486], [0.8545, 4.5127, -4.9453], [0.9626, 4.7252, -6.3483], [0.5811, 6.0344, -6.7280], [1.0219, -0.2628, -8.2354], [2.4685, 0.5919, -7.6488], [1.4004, -0.2030, -6.4807], [-0.7446, 0.4794, -6.2972], [-1.2171, 1.1883, -7.8710], [-2.2909, 2.4809, -6.1889], [-0.9869, 3.5005, -6.7689], [1.2587, 2.3850, -5.1880], [0.7597, 2.8797, -3.5821], [1.8100, 4.8064, -4.4945], [0.0523, 5.1254, -4.5195], [-0.4551, 6.2326, -6.4353], [0.6509, 6.1070, -7.8136], [1.2485, 6.7745, -6.2767], [-5.6682, 7.3739, 0.3256], [-4.7714, 7.5604, -0.7525], [-3.8299, 8.5975, -0.5007], [-2.5523, 8.3663, -1.2968], [-1.7017, 7.3696, -0.7300], [-2.1408, 6.0172, -0.8665], [-2.0064, 5.4748, -2.2825], [-3.0661, 5.9528, -3.1030], [-2.6949, 6.0451, -4.4653], [-6.2823, 8.2675, 0.4746], [-6.3176, 6.5315, 0.0844], [-5.1215, 7.1336, 1.2437], [-3.5854, 8.6433, 0.5688], [-4.2891, 9.5444, -0.8084], [-1.9701, 9.2923, -1.2695], [-2.7631, 8.1579, -2.3467], [-3.1514, 5.8894, -0.4762], [-1.4775, 5.4336, -0.2207], [-2.0724, 4.3804, -2.2641], [-1.0333, 5.7699, -2.6930], [-1.8420, 6.7221, -4.5857], [-3.5391, 6.4551, -5.0207], [-2.4510, 5.0550, -4.8630], [1.0836, 7.7588, 2.2807], [0.4667, 8.8039, 3.0059], [-0.5736, 9.4348, 2.2661], [-1.6023, 10.0499, 3.2055], [-2.4991, 9.0941, 3.7715], [-1.9578, 8.2402, 4.7803], [-1.7122, 8.9466, 6.1063], [-0.5167, 9.7165, 6.0480], [-0.5534, 10.8357, 6.9133], [1.5833, 8.1512, 1.3893], [1.8259, 7.2894, 2.9279], [0.3465, 6.9999, 1.9970], [-1.0724, 8.7099, 1.6097], [-0.1147, 10.2213, 1.6551], [-2.2321, 10.7227, 2.6158], [-1.1298, 10.6577, 3.9785], [-1.0656, 7.7240, 4.4231], [-2.7204, 7.4734, 4.9467], [-1.5854, 8.2013, 6.9006], [-2.5731, 9.5829, 6.3436], [-1.3917, 11.4920, 6.6571], [0.3731, 11.3958, 6.7836], [-0.6325, 10.5123, 7.9555]],
  "forces_ev_per_angstrom": [[0.7, -0.9, 1.6], [-0.6, 1.4, -0.7], [0.4, -1.5, -1.1], [0.0, -0.7, -0.1], [0.2, -1.6, -0.1], [-0.3, 0.0, -0.8], [-1.2, -0.6, 0.0], [1.0, -0.7, 0.1], [0.2, 0.8, 1.0], [-0.8, 1.2, -0.1], [0.4, -1.9, -2.1], [1.5, 1.1, 1.9], [-0.5, 1.3, 0.1], [-1.2, -2.0, 0.3], [-0.5, 0.1, -0.8], [1.4, 2.4, 1.4], [0.9, 1.4, 0.2], [-0.1, -0.4, 0.1], [-1.2, -3.1, -0.6], [-0.8, 0.1, 0.7], [-1.7, 0.0, 0.5], [0.8, 0.7, -0.6], [0.5, -0.6, -0.3], [-0.1, 0.2, -0.2], [0.1, -0.4, -1.1], [0.0, 0.0, 0.3], [2.8, 0.4, 2.9], [-1.6, 0.6, 0.5], [1.0, 2.6, -2.5], [-1.2, -2.2, 2.2], [2.1, 0.1, 0.3], [0.1, 0.9, -4.2], [-0.3, -0.4, 0.5], [-0.5, 0.6, 3.9], [0.3, 0.2, -3.0], [-0.9, 1.8, -0.6], [1.2, -1.2, 3.3], [0.4, 1.5, 1.2], [0.0, -1.9, -0.5], [-1.5, 1.0, 0.9], [0.4, 1.0, -1.0], [-1.5, 0.5, -0.1], [0.4, -0.7, 1.1], [-1.2, 0.8, 0.7], [0.4, 0.5, -1.0], [-0.6, 1.2, 0.8], [0.4, -0.9, 0.8], [0.3, 1.2, 0.9], [0.0, -0.7, -0.9], [-0.3, 1.3, -0.6], [1.5, -0.1, 0.1], [0.0, -1.3, 0.5], [0.0, -0.5, -1.2], [0.3, 1.4, -0.6], [-0.5, -0.6, 0.0], [-0.5, 0.7, -0.3], [0.7, -0.2, -0.3], [-0.1, 0.4, -0.3], [-0.2, -1.6, 0.6], [-1.4, -0.3, -0.8], [-0.5, -1.3, -0.8], [0.2, 0.8, -1.1], [0.1, -0.5, -0.3], [0.1, -0.4, 0.5], [-0.2, 1.6, 0.1], [0.3, -0.1, -1.6], [0.8, 1.4, -0.2], [1.4, 0.7, 0.3], [0.1, -1.0, 0.8], [-0.7, -1.3, 0.4], [-0.9, 0.2, -1.3], [0.3, -1.1, -0.9], [0.2, 1.5, -0.1], [1.2, 0.9, -0.1], [-0.5, 0.4, 1.4], [-1.0, -0.8, -0.4], [1.5, 0.1, 0.2], [1.2, -1.0, 0.4], [-1.5, -0.4, 0.1], [-0.3, 1.1, 0.8], [0.1, -0.5, -1.5], [-1.5, -0.8, -0.5], [1.5, 0.0, 0.2], [-0.2, -0.9, 1.2], [-0.6, -0.9, -0.7], [-0.1, 0.3, -0.1], [0.1, -0.2, 0.3], [0.3, 0.4, -0.2], [-0.2, -0.2, 0.0], [0.3, 0.0, -0.1], [-0.2, 0.1, 0.2], [0.3, -0.3, -0.4], [-0.3, 0.0, 0.0], [0.2, -0.2, 0.0], [0.0, -0.1, 0.1], [-0.1, 0.1, 0.0], [-0.1, -0.1, 0.0], [0.0, 0.0, 0.0], [-0.2, -0.1, 0.1], [0.1, -0.1, 0.1], [0.2, -0.1, -0.1], [0.0, 0.2, -0.2], [-0.1, 0.1, 0.0], [-0.1, 0.0, 0.3], [0.0, -0.1, 0.0], [0.0, 0.1, 0.1], [0.1, -0.1, 0.1], [-0.1, 0.1, 0.0], [0.1, 0.0, -0.2], [0.1, -0.2, 0.2], [-0.1, -0.3, -0.4], [0.0, 0.2, 0.2], [-0.2, -0.1, -0.1], [0.3, 0.0, 0.0], [-0.6, 0.0, 0.1], [0.2, 0.2, -0.1], [-0.2, -0.1, 0.2], [0.0, 0.0, 0.2], [0.0, 0.1, -0.1], [0.0, 0.1, 0.1], [0.0, 0.0, 0.0], [0.1, 0.2, 0.1], [0.0, -0.1, 0.1], [-0.2, -0.1, 0.1], [-0.1, 0.0, -0.2], [0.1, 0.1, -0.1], [0.2, -0.1, 0.1], [0.0, 0.0, 0.1], [0.1, 0.0, 0.0], [0.0, -0.1, 0.1], [0.1, 0.0, -0.1], [0.0, 0.2, 0.2], [-0.1, -0.3, 0.0], [0.1, 0.1, 0.4], [-0.1, -0.1, -0.2], [0.3, 0.0, 0.1], [-0.3, 0.1, 0.1], [0.5, -0.1, -0.2], [-0.2, 0.2, -0.1], [0.1, -0.2, -0.2], [0.0, -0.1, -0.1], [0.0, 0.1, 0.0], [0.0, 0.0, -0.2], [0.0, 0.0, 0.0], [-0.2, 0.1, -0.2], [0.0, -0.1, 0.0], [0.2, -0.1, 0.0], [0.2, 0.2, 0.1], [-0.1, 0.1, 0.0], [-0.2, -0.1, 0.0], [0.0, 0.0, 0.0], [-0.1, 0.0, 0.1], [0.0, -0.1, 0.0], [-0.1, 0.1, 0.1]]
}